Record 1
One molecule with the formula C6H13NO in a non-equilibrium geometry, computed with ωB97M-V/def2-TZVPD.

Properties
Kohn-Sham gap   10.1 eV
Lowest unoccupied orbital energy   1.0 eV
E_tot   -366.31468 Eh
M   115.18 g mol⁻¹
SMILES string   CCCN(C)CC=O
Highest occupied orbital energy   -9.13 eV
Relative energy (zero: lowest compared OMol25 entry of this formula, charge and spin)   3.2443 eV

Geometry as XYZ:
```
21
C6H13NO | the OMol25 dataset | ωB97M-V/def2-TZVPD
H -2.3760 -1.0433 -1.5617
H -2.0406 -2.7002 -1.1992
O 1.1507 3.5610 1.8082
H 1.9702 -0.0714 1.3314
H -1.0431 1.5983 1.4349
H -1.6471 -0.1434 0.0370
H 0.5265 1.0543 2.5366
H 2.2694 0.9864 -0.0359
H 1.9750 -0.6166 -0.4370
H 0.8379 2.6668 -0.0247
H 0.2127 -0.6470 -1.9499
C -1.6522 -1.8925 -1.7113
C 1.6606 0.1711 0.2639
C -0.3804 -1.2737 -1.1757
H 0.3470 -2.0533 -0.7901
C -0.6892 -0.6419 0.2049
H -0.6894 -1.4826 0.9873
C 0.7200 2.7355 1.1144
N 0.2236 0.5175 0.3320
C 0.0866 1.3736 1.5584
H -1.4623 -2.0986 -2.7236
```



Record 2
A 2-piece molecular cluster, C3H9OS overall in a non-equilibrium geometry, computed with ωB97M-V/def2-TZVPD.

Properties
Kohn-Sham gap (alpha / beta)   8.7 / 9.9 eV
Lowest unoccupied orbital energy (alpha / beta)   0.9 / -0.1 eV
E_tot   -593.02303 Eh
Multiplicity   2
M   93.17 g mol⁻¹
Highest occupied orbital energy (alpha / beta)   -7.78 / -10.02 eV
Relative energy (zero: lowest compared OMol25 entry of this formula, charge and spin)   1.5085 eV

Geometry as XYZ:
```
14
C3H9OS | the OMol25 dataset | ωB97M-V/def2-TZVPD
H -2.7425 0.8686 1.1802
C 1.7851 -1.7514 -1.2627
H -1.1689 2.3302 1.5382
H 2.8377 -1.9682 -1.4119
H 0.1866 1.4841 2.4515
C -0.1826 1.8843 1.5237
H 0.6620 -0.1636 -1.5136
S -0.5628 0.3180 0.4913
H -2.7589 -0.8006 0.5102
H 1.1414 -2.6367 -1.3202
O 1.3562 -0.6450 -2.0308
H 1.7242 -1.5539 -0.1836
C -2.1722 -0.0435 1.0103
H 0.5652 2.3547 0.8977
```



Record 3
A 2-piece molecular cluster, C3H11N3 overall in a non-equilibrium geometry, computed with ωB97M-V/def2-TZVPD.

Properties
Kohn-Sham gap   9.5 eV
Lowest unoccupied orbital energy   1.1 eV
E_tot   -285.08235 Eh
M   89.14 g mol⁻¹
SMILES string   CC(N)N.C=N
Highest occupied orbital energy   -8.46 eV
Relative energy (zero: lowest compared OMol25 entry of this formula, charge and spin)   2.5980 eV

Geometry as XYZ:
```
17
C3H11N3 | the OMol25 dataset | ωB97M-V/def2-TZVPD
H -1.7075 0.9206 -0.0250
H 1.4904 -0.1786 0.3609
H 2.1185 1.2029 -1.0764
H -0.2005 -0.4567 -1.2891
C 1.8643 1.8042 -0.1963
H 2.6718 2.3555 0.2788
N -0.8270 0.6121 0.3768
H -1.6681 -1.9747 0.9354
C -1.4158 -1.7961 -0.1100
H -0.9371 0.4985 1.3813
C -0.3618 -0.7020 -0.2312
N 0.6572 2.2956 -0.0126
H 0.7606 -1.4512 1.2688
N 0.8919 -1.0782 0.3326
H -1.0231 -2.7166 -0.5349
H -2.3189 -1.5323 -0.6622
H 0.0052 2.1969 -0.7970
```



Record 4
C4H6O2 as an isolated structure, computed with ωB97M-V/def2-TZVPD.

Properties
Kohn-Sham gap   11.3 eV
Lowest unoccupied orbital energy   0.9 eV
E_tot   -306.48367 Eh
M   86.09 g mol⁻¹
Highest occupied orbital energy   -10.47 eV
Relative energy (zero: lowest compared OMol25 entry of this formula, charge and spin)   0.6155 eV

Geometry as XYZ:
```
12
C4H6O2 | the OMol25 dataset | ωB97M-V/def2-TZVPD
O -1.0123 2.2699 0.0365
C -0.1718 1.4236 0.0569
C 1.3669 0.1101 -0.0555
H -0.8258 -2.0322 0.0672
O 1.1240 1.5129 -0.3676
C -0.0668 -0.0419 0.4729
H 1.5949 -0.4471 -0.9699
H 2.1742 0.0144 0.6757
C -1.0201 -0.9967 -0.2288
H -2.0538 -0.7516 0.0343
H -0.1211 -0.1548 1.5616
H -0.9211 -0.9245 -1.3178
```



Record 5
C34H50AsN3O2P2Pd as an isolated structure, computed with ωB97M-V/def2-TZVPD.

Properties
Kohn-Sham gap   7.0 eV
Lowest unoccupied orbital energy   0.3 eV
E_tot   -4686.61642 Eh
M   776.08 g mol⁻¹
Highest occupied orbital energy   -6.71 eV
Relative energy (zero: lowest compared OMol25 entry of this formula, charge and spin)   0.2949 eV

Geometry as XYZ:
```
93
C34H50AsN3O2P2Pd | the OMol25 dataset | ωB97M-V/def2-TZVPD
H 3.3814 5.3504 0.0710
H -1.5323 2.7774 0.1411
C -0.9509 -3.6777 -0.0799
H 2.9203 2.1155 4.8069
H -2.3947 2.9476 -2.9919
H -2.5404 1.2358 -3.4190
H -0.3719 5.8104 -0.6036
H -2.7508 0.8229 -0.2301
C 2.1928 -1.9951 1.3138
H 1.9805 -1.8226 2.3722
H 3.5674 -1.4778 -2.8378
C 2.1506 1.6027 1.5385
H -2.4963 -2.6872 -1.2267
C -3.2881 0.0054 1.7159
H 4.3695 4.3763 -1.0368
H 0.9777 -2.4609 -3.7025
H 2.1428 -1.0232 0.8327
H 1.4881 3.5914 -3.9308
H -2.8701 -4.3530 -0.7612
H -5.2223 -1.5651 5.5552
H -3.1195 -2.3091 4.7768
O 3.6967 2.4587 -2.1593
Pd 0.5615 1.3188 -1.4522
P 1.4539 -0.3674 -2.5935
C 1.6599 0.2813 -4.2969
H 0.6769 -2.5586 -1.9535
H 0.3256 1.2758 -5.7444
H -5.1527 0.6719 2.5190
H 3.1035 -1.3161 -1.1277
P -0.2493 1.9880 -3.4651
C 0.5821 5.5053 -0.1781
H 0.1220 3.7741 -5.0713
H 2.0606 -0.4936 -4.9542
H 2.5487 1.7964 0.5515
H 0.4563 5.4844 0.9064
C -4.3127 -0.0028 2.6565
C 0.5663 -1.9333 -2.8394
H -0.0019 4.3798 -3.4063
C 2.8425 2.0419 2.6543
H -0.4979 -1.7498 -2.9840
C -4.2848 -0.8411 3.7577
C 0.4038 3.5857 -4.0341
H -4.4532 0.9898 0.1956
C -0.1083 -2.6592 0.4156
H 2.3990 1.0858 -4.2280
H 1.3444 6.2368 -0.4271
C -5.4034 -0.8393 4.7634
N 0.3000 0.4662 0.4962
H 2.7061 -4.5148 0.7753
H 2.4324 -6.7599 0.0648
C -0.4616 -4.9663 -0.2463
C -2.1275 -1.6810 2.9944
H -2.2812 2.4512 -4.6984
C 1.3656 -6.6958 -0.1467
N 2.5495 2.7249 -1.6886
C 3.1266 -0.8134 -2.0921
H 1.2016 -7.0372 -1.1703
C 0.8566 -5.2937 0.0471
H -0.0081 -2.1034 3.1306
H 0.8494 -7.3938 0.5151
C -3.4385 1.0105 0.5952
C -2.0413 2.1712 -3.6709
O -1.1965 3.5738 -0.2944
H -0.9860 -3.5117 2.7716
H 3.7664 2.5919 2.5156
H -6.3557 -1.0859 4.2907
C -3.1792 -1.6631 3.9069
C 2.3776 1.7741 3.9355
C 1.2193 -2.9799 0.7227
C 3.4220 4.8995 -0.9220
H 3.2120 -2.3767 1.2411
C -2.1804 -0.8492 1.8584
C 0.5012 0.6090 2.9514
N 0.0936 3.1894 -0.6738
H 3.6993 0.1151 -2.0150
H -0.9985 -2.8295 4.3973
H 3.4036 5.7072 -1.6604
H -0.4264 -0.0072 -4.8000
H -1.1306 -5.7351 -0.6206
C 0.9563 0.8722 1.6495
H 0.8057 0.8286 5.0491
H -5.5133 0.1435 5.2251
C 0.9722 4.1418 -0.6666
C 2.3236 3.8993 -1.1196
C 1.1995 1.0527 4.0642
H -0.4224 0.0713 3.0962
H -2.9646 -3.0486 0.4230
H -3.2677 2.0160 0.9915
As -0.9441 -0.8573 0.2894
C 1.6737 -4.2860 0.5299
C 0.2996 0.8100 -4.7582
C -2.3982 -3.4287 -0.4297
C -0.9649 -2.5789 3.3368
```



Record 6
A 3-piece molecular cluster, C3H4BrClO2S overall in a non-equilibrium geometry, computed with ωB97M-V/def2-TZVPD.

Properties
Kohn-Sham gap   8.0 eV
Lowest unoccupied orbital energy   -1.7 eV
E_tot   -3699.45423 Eh
M   219.49 g mol⁻¹
Highest occupied orbital energy   -9.69 eV
Relative energy (zero: lowest compared OMol25 entry of this formula, charge and spin)   2.0650 eV

Geometry as XYZ:
```
12
C3H4BrClO2S | the OMol25 dataset | ωB97M-V/def2-TZVPD
H 1.7446 -2.4560 0.8402
O -4.0141 2.0123 1.8740
H 2.3509 0.3187 1.7759
S -4.4237 0.6863 1.6114
C 0.3118 -0.7504 1.3815
C 1.3278 -1.5616 1.2177
H 1.7533 0.1947 -0.0625
O -5.1107 0.4769 0.3330
Br -1.5306 -0.6102 1.5799
C 1.6595 -0.0849 0.9860
H -4.8136 1.4692 -1.2222
Cl -4.3915 1.8806 -2.2607
```



Record 7
One molecule with the formula C4H4N2S in a non-equilibrium geometry, computed with ωB97M-V/def2-TZVPD.

Properties
Kohn-Sham gap (alpha / beta)   7.6 / 7.6 eV
Lowest unoccupied orbital energy (alpha / beta)   -1.5 / -1.5 eV
E_tot   -662.43801 Eh
M   112.16 g mol⁻¹
SMILES string   [H]/N=C(/C=S)CC#N
Highest occupied orbital energy (alpha / beta)   -9.09 / -9.09 eV
Relative energy (zero: lowest compared OMol25 entry of this formula, charge and spin)   2.3843 eV

Geometry as XYZ:
```
11
C4H4N2S | the OMol25 dataset | ωB97M-V/def2-TZVPD
N 0.8753 -1.3658 0.9080
H 0.9243 1.2513 -1.1234
H -1.0942 -0.5957 -1.2878
H -1.6975 -0.8257 0.3938
S 2.9811 0.2222 -0.1052
H 0.1654 -2.0556 1.1320
C -1.3148 1.2103 0.0768
C -0.9757 -0.1650 -0.2207
C 1.4123 0.5397 -0.3728
N -1.7479 2.2177 0.4324
C 0.4715 -0.4334 0.1670
```



Record 8
C29H32CsN4O3PS as an isolated structure, computed with ωB97M-V/def2-TZVPD.

Properties
Kohn-Sham gap   7.8 eV
Lowest unoccupied orbital energy   0.0 eV
E_tot   -2328.75039 Eh
M   680.55 g mol⁻¹
Highest occupied orbital energy   -7.81 eV
Relative energy (zero: lowest compared OMol25 entry of this formula, charge and spin)   0.3853 eV

Geometry as XYZ:
```
71
C29H32CsN4O3PS | the OMol25 dataset | ωB97M-V/def2-TZVPD
H -0.5903 3.1439 2.0495
H -1.8544 5.2036 1.6536
C 3.2341 2.0916 -0.0209
H -1.6516 -2.2050 -4.5314
N -1.2131 -3.3042 -2.8287
C 2.2589 2.4815 4.5579
H 2.5203 -0.8917 4.5200
H 1.8200 3.9673 -1.3997
C -2.7564 -2.9541 0.8587
N -0.5085 -3.8292 0.1513
C 5.2953 1.4270 -1.0759
O 2.3469 -0.1646 -2.2774
C -5.0660 -2.4436 1.1843
H -4.0285 -1.7115 -3.8962
C -2.1848 -2.7988 -3.7851
H 0.3309 -4.9309 -1.3774
C -1.5390 -3.8163 1.1685
C 5.1507 3.5764 -0.0264
C -0.7372 5.7543 -0.0942
Cs 0.1035 -1.0862 -1.0898
H 5.5992 4.5204 0.2559
H 2.7030 1.0266 6.0702
C 1.8236 1.6212 2.3448
C 2.4563 1.1917 5.0289
H 1.8145 3.7065 2.8650
H -2.5753 -0.0041 -3.2174
O 4.4831 -1.2140 -1.7092
C -0.3264 3.7741 1.2081
C -1.6600 -4.4209 -2.0134
C 5.8762 2.6358 -0.7330
H -4.0617 -4.0916 2.1373
C -1.0476 4.9366 0.9822
H 0.4075 -3.9019 0.5683
H 6.9024 2.8367 -1.0141
H -5.7606 -0.7891 -0.0234
C 0.2954 5.3942 -0.9474
H -1.2970 6.6643 -0.2681
H -2.6945 -3.6136 -4.3253
C 1.9519 2.6949 3.2236
H 1.9813 -0.5094 2.1423
C 3.9795 1.1434 -0.7302
H 5.8512 0.6718 -1.6146
C -3.4951 -0.1758 -1.4136
S 3.3433 -0.4669 -1.2416
H -1.0973 -3.4388 2.0948
P 1.5085 1.7636 0.5471
C 2.3491 0.1160 4.1626
C -0.6530 -4.8020 -0.9187
H -1.9082 -4.8298 1.3909
H -4.4907 0.1874 -1.7059
H -0.3564 -3.5441 -3.3069
H 3.2760 4.0303 0.8831
C 1.0180 4.2313 -0.7220
H -1.8519 -5.3248 -2.6148
H -3.7656 -2.5205 -2.3701
H -2.6141 -4.1524 -1.5545
C -3.2626 -1.9315 -3.1385
C 2.0288 0.3273 2.8278
C -3.9771 -3.2485 1.4633
N -2.7249 -0.7222 -2.5220
H -6.0252 -2.6362 1.6474
O 2.7133 -1.0231 -0.0371
C 0.7284 3.4083 0.3698
N -2.6131 -1.9446 0.0137
H -2.9481 0.6836 -1.0094
H 0.5447 6.0210 -1.7944
C 3.8400 3.2948 0.3265
H -0.9491 -5.7883 -0.5268
C -4.9226 -1.4087 0.2668
C -3.6814 -1.2140 -0.3183
H 2.3534 3.3255 5.2298
```



Record 9
A 2-piece molecular cluster, C5H8O overall, computed with ωB97M-V/def2-TZVPD.

Properties
Kohn-Sham gap   9.5 eV
Lowest unoccupied orbital energy   1.1 eV
E_tot   -270.47457 Eh
M   84.12 g mol⁻¹
SMILES string   C1=COC=CC1.[H][H]
Highest occupied orbital energy   -8.42 eV
Relative energy (zero: lowest compared OMol25 entry of this formula, charge and spin)   2.2674 eV

Geometry as XYZ:
```
14
C5H8O | the OMol25 dataset | ωB97M-V/def2-TZVPD
H 2.8781 -0.1411 1.2679
C -1.6646 0.2245 -0.3766
C -0.5712 1.2609 -0.3206
H -1.7178 -1.9673 0.1456
H -2.1435 0.2242 -1.3683
H -0.8299 2.3148 -0.2837
O 1.1838 -0.3617 -0.3214
H 1.5366 1.6349 -0.2927
H 3.3494 0.1969 1.7345
C -1.0675 -1.1277 -0.0801
C 0.7149 0.9274 -0.3174
H 0.7216 -2.2904 0.0957
C 0.2451 -1.3344 -0.0910
H -2.4630 0.4630 0.3386
```



Record 10
A 3-piece molecular cluster, C6H16O2 overall in a non-equilibrium geometry, computed with ωB97M-V/def2-TZVPD.

Properties
Kohn-Sham gap   9.8 eV
Lowest unoccupied orbital energy   0.9 eV
E_tot   -388.59427 Eh
M   120.19 g mol⁻¹
SMILES string   C=C(CC)CC.O.O
Highest occupied orbital energy   -8.91 eV
Relative energy (zero: lowest compared OMol25 entry of this formula, charge and spin)   2.3526 eV

Geometry as XYZ:
```
24
C6H16O2 | the OMol25 dataset | ωB97M-V/def2-TZVPD
H -2.3146 2.2828 -0.5765
H 1.4602 -0.1652 1.5010
H 0.2752 2.8960 -0.4046
C 0.5019 -0.6560 1.6568
C -3.1439 1.8535 1.4080
O 4.4362 -4.1014 1.3054
H 4.2194 -4.9858 1.2637
H -0.4932 -0.9547 -0.0840
H -1.5541 3.1184 0.8324
O 1.5141 -1.4637 -7.1682
C 0.4157 1.9045 0.0020
H -3.7819 0.9361 1.0231
H 0.6909 -1.2653 -6.8357
C -1.8757 2.1309 0.4789
H -2.8205 1.8863 2.4569
C -0.6875 1.2498 0.3460
C -0.5605 -0.2271 0.7230
H -3.8814 2.7549 1.4109
H 5.0969 -4.0084 2.0310
H 1.3671 1.5016 -0.0292
H -1.5804 -0.4358 1.1664
H 0.6272 -1.6944 1.4666
H 2.0451 -2.0793 -6.6670
H 0.0439 -0.4775 2.6930
```



Record 11
A 3-piece molecular cluster, C10H11F3N2O10S2 overall in a non-equilibrium geometry, computed with ωB97M-V/def2-TZVPD.

Properties
Kohn-Sham gap   7.4 eV
Lowest unoccupied orbital energy   -2.2 eV
E_tot   -2345.45477 Eh
M   440.33 g mol⁻¹
Highest occupied orbital energy   -9.59 eV
Relative energy (zero: lowest compared OMol25 entry of this formula, charge and spin)   2.1936 eV

Geometry as XYZ:
```
38
C10H11F3N2O10S2 | the OMol25 dataset | ωB97M-V/def2-TZVPD
H 3.9165 -2.6696 -1.3361
C 2.7925 0.0336 -0.1517
H -4.7399 2.1492 1.5325
H 6.1113 -3.5350 -0.7398
F -3.1616 0.2435 0.4356
O 3.2465 -0.5475 -1.1604
O 2.5452 -5.5860 -1.2276
S -4.6056 5.0564 2.0633
H 0.3477 -1.2226 0.3433
O -3.9043 5.3034 0.8565
H 6.3461 -4.2399 -2.3568
C 1.3904 0.5119 -0.3995
F -1.9932 -1.5560 0.6836
H -3.6670 2.2326 3.7205
H 4.8389 -2.3675 -2.8147
F -2.7301 -1.0099 -1.2857
O 3.2869 0.2305 0.9489
N -1.2209 1.4633 -0.9310
C -2.2336 -0.5385 -0.1404
C 1.1205 1.7494 -0.9826
O 3.9683 -6.4878 -3.0365
H 1.9236 2.4070 -1.2742
C 4.4917 -3.1353 -2.1315
C -5.2808 2.6713 2.3240
O -5.7212 3.9350 1.8103
H -4.9344 3.2979 4.3702
O -3.6585 4.1848 3.0177
C -0.9755 0.2809 -0.4112
C 0.2731 -0.2468 -0.1068
S 3.6723 -5.4805 -2.0836
O 3.6423 -4.0724 -2.8287
H -0.2773 3.0593 -1.5899
O -5.1903 6.1057 2.8121
N -0.1193 2.1423 -1.1906
C -4.3673 3.0263 3.4776
O 4.9634 -5.2100 -1.1780
H -6.1351 2.0768 2.6347
C 5.6109 -3.9943 -1.5872
```



Record 12
A 9-piece molecular cluster, C3H24NO10 overall in a non-equilibrium geometry, computed with ωB97M-V/def2-TZVPD.

Properties
Kohn-Sham gap (alpha / beta)   2.8 / 11.2 eV
Lowest unoccupied orbital energy (alpha / beta)   0.2 / 0.1 eV
E_tot   -935.76179 Eh
Multiplicity   2
M   234.22 g mol⁻¹
Highest occupied orbital energy (alpha / beta)   -2.63 / -11.16 eV

Geometry as XYZ:
```
38
C3H24NO10 | the OMol25 dataset | ωB97M-V/def2-TZVPD
H -0.3672 3.1268 -0.2993
O -0.0269 -1.3069 -2.3012
H -0.4613 -1.5208 2.2389
H -1.1688 2.2016 -1.5305
C -3.1048 0.1519 -1.0701
O 1.6510 1.3661 2.8988
H -1.6192 -0.5881 -2.4164
H 0.4855 -4.1409 -0.4611
O -1.9324 0.0181 -1.6884
O -0.7924 2.0888 2.8986
H 0.1639 2.0354 3.1704
H 1.6234 1.3995 -2.4193
O 3.2284 -3.0552 -1.2373
H -0.9474 1.4011 1.3514
H 0.9805 0.0681 -1.9393
H 2.3812 1.9344 3.1564
H 0.0474 -1.6785 -1.3842
H 3.9242 -2.5504 -0.6452
O -0.1757 -1.1733 1.3809
O 2.4833 0.1691 0.7379
H 0.2361 -2.0625 -2.8446
H -2.5299 -0.1668 1.0232
H -2.1245 3.1545 -0.3715
N -1.3328 1.2789 0.3743
O -4.1714 -0.2050 -1.4651
H -1.3654 1.9127 3.6576
H -0.6888 0.6148 -0.0693
C -2.7392 0.6299 0.3496
H -0.0082 -2.0126 0.9002
C -1.2632 2.4994 -0.4777
O 1.3725 0.9031 -1.6239
O 0.6578 -3.1871 -0.5160
H -3.5307 1.2803 0.7407
H 2.3549 0.4847 -0.1958
H 1.6853 -0.3858 0.7996
H 2.0269 0.9830 2.0223
H 3.4165 -2.5735 -2.0551
H 1.6315 -3.0946 -0.6893
```